{"formula": "C22H25N3O5S", "method": "ωB97M-V/def2-TZVPD", "symbols": ["C", "C", "C", "C", "C", "C", "C", "O", "C", "C", "C", "C", "O", "N", "C", "C", "C", "C", "S", "O", "O", "N", "C", "O", "N", "C", "C", "C", "C", "C", "C", "H", "H", "H", "H", "H", "H", "H", "H", "H", "H", "H", "H", "H", "H", "H", "H", "H", "H", "H", "H", "H", "H", "H", "H", "H"], "xyz": [[1.012, -1.659, 1.104], [-0.482, -1.588, 1.101], [-1.163, -0.494, 1.601], [-2.548, -0.456, 1.619], [-3.265, -1.533, 1.140], [-2.606, -2.641, 0.627], [-1.219, -2.674, 0.598], [-0.465, -3.701, 0.100], [-1.067, -4.879, -0.377], [-1.645, -4.759, -1.794], [-0.596, -4.272, -2.798], [-0.031, -2.899, -2.467], [1.148, -2.691, -2.320], [-0.999, -1.928, -2.418], [-0.889, -0.627, -1.939], [0.343, -0.011, -1.718], [0.388, 1.248, -1.151], [-0.786, 1.898, -0.830], [-0.767, 3.444, 0.051], [-0.635, 3.182, 1.452], [-1.852, 4.260, -0.400], [0.671, 4.164, -0.517], [1.714, 4.495, 0.325], [2.182, 5.757, 0.245], [3.232, 5.889, 1.102], [3.392, 4.742, 1.703], [4.455, 4.534, 2.717], [2.444, 3.783, 1.241], [2.332, 2.364, 1.674], [-2.015, 1.328, -1.102], [-2.068, 0.069, -1.663], [1.347, -2.379, 1.850], [1.377, -2.001, 0.138], [1.441, -0.688, 1.335], [-0.607, 0.349, 1.984], [-3.055, 0.412, 2.011], [-4.345, -1.524, 1.160], [-3.191, -3.475, 0.270], [-0.253, -5.610, -0.386], [-1.843, -5.232, 0.315], [-2.508, -4.089, -1.787], [-1.998, -5.747, -2.096], [0.243, -4.969, -2.820], [-1.038, -4.233, -3.797], [-1.952, -2.232, -2.562], [1.251, -0.535, -1.967], [1.331, 1.731, -0.959], [0.446, 4.922, -1.146], [5.027, 5.450, 2.831], [4.011, 4.265, 3.673], [5.118, 3.728, 2.407], [2.851, 1.702, 0.980], [2.782, 2.246, 2.657], [1.285, 2.077, 1.728], [-2.911, 1.877, -0.864], [-3.024, -0.393, -1.861]], "lowdin_charge": [-0.01, -0.20, -0.04, -0.09, -0.09, -0.03, -0.23, -0.05, -0.18, -0.16, -0.09, -0.47, 0.08, 0.15, -0.21, 0.01, -0.04, -0.29, 0.69, -0.27, -0.28, 0.00, -0.31, 0.02, 0.10, -0.31, -0.02, -0.16, -0.03, -0.06, -0.01, 0.09, 0.07, 0.07, 0.11, 0.11, 0.10, 0.10, 0.14, 0.13, 0.09, 0.12, 0.13, 0.13, 0.14, 0.11, 0.11, 0.13, 0.08, 0.09, 0.09, 0.08, 0.08, 0.05, 0.12, 0.12], "total_energy_ev": -48762.026, "relative_energy_ev": 3.6039, "spin_multiplicity": 1, "smiles": "Cc1ccccc1OCCCC(=O)Nc1ccc(S(=O)(=O)Nc2onc(C)c2C)cc1", "charge": 0, "gap_ev": 8.98, "max_force_ha_per_bohr": 0.032}

{"formula": "C24H26N4O2", "method": "ωB97M-V/def2-TZVPD", "symbols": ["C", "N", "C", "C", "C", "N", "C", "O", "C", "C", "C", "C", "O", "N", "C", "C", "C", "C", "C", "C", "C", "N", "C", "C", "C", "C", "C", "C", "C", "C", "H", "H", "H", "H", "H", "H", "H", "H", "H", "H", "H", "H", "H", "H", "H", "H", "H", "H", "H", "H", "H", "H", "H", "H", "H", "H"], "xyz": [[-5.613, -1.178, 0.261], [-4.183, -1.213, 0.052], [-3.713, -0.246, -0.921], [-3.898, 1.237, -0.560], [-3.177, 2.154, -1.553], [-1.774, 1.817, -1.670], [-0.923, 1.985, -0.628], [-1.222, 2.664, 0.344], [0.359, 1.279, -0.798], [0.610, 0.214, -1.641], [1.928, -0.194, -1.404], [2.657, -1.293, -1.992], [2.261, -2.063, -2.845], [3.927, -1.420, -1.463], [4.511, -0.618, -0.514], [5.820, -0.892, -0.115], [6.447, -0.106, 0.826], [5.773, 0.974, 1.379], [4.478, 1.257, 0.999], [3.807, 0.471, 0.056], [2.460, 0.645, -0.414], [1.491, 1.525, -0.054], [1.592, 2.564, 0.936], [-3.459, -1.186, 1.313], [-1.979, -1.408, 1.150], [-1.508, -2.414, 0.315], [-0.152, -2.665, 0.210], [0.750, -1.925, 0.956], [0.291, -0.913, 1.780], [-1.065, -0.648, 1.868], [-5.954, -0.297, 0.826], [-6.114, -1.188, -0.706], [-5.910, -2.071, 0.813], [-4.228, -0.458, -1.864], [-2.648, -0.445, -1.063], [-3.478, 1.424, 0.428], [-4.957, 1.499, -0.544], [-3.248, 3.187, -1.199], [-3.624, 2.084, -2.546], [-1.506, 1.194, -2.412], [-0.054, -0.271, -2.328], [4.480, -2.183, -1.835], [6.337, -1.731, -0.559], [7.459, -0.328, 1.126], [6.264, 1.599, 2.110], [3.991, 2.108, 1.441], [2.313, 3.323, 0.626], [1.891, 2.142, 1.897], [0.613, 3.025, 1.052], [-3.860, -2.007, 1.920], [-3.632, -0.253, 1.878], [-2.220, -2.996, -0.251], [0.205, -3.441, -0.451], [1.808, -2.137, 0.896], [0.991, -0.332, 2.363], [-1.415, 0.150, 2.508]], "lowdin_charge": [-0.10, -0.23, -0.20, -0.16, -0.17, 0.07, -0.42, 0.05, -0.12, 0.06, -0.09, -0.43, 0.06, 0.16, -0.18, -0.02, -0.08, -0.09, -0.03, -0.07, -0.11, 0.00, 0.00, -0.17, -0.22, -0.04, -0.07, -0.09, -0.08, -0.04, 0.08, 0.09, 0.08, 0.13, 0.10, 0.10, 0.11, 0.12, 0.12, 0.12, 0.12, 0.16, 0.11, 0.10, 0.10, 0.09, 0.10, 0.09, 0.08, 0.13, 0.12, 0.12, 0.11, 0.11, 0.10, 0.11], "total_energy_ev": -35367.362, "relative_energy_ev": 0.0000, "spin_multiplicity": 1, "smiles": "CN(CCCNC(=O)c1cc2c(=O)[nH]c3ccccc3c2n1C)Cc1ccccc1", "charge": 0, "gap_ev": 8.46, "max_force_ha_per_bohr": 0.018}

{"formula": "C3H6FNS", "method": "ωB97M-V/def2-TZVPD", "symbols": ["C", "C", "C", "N", "F", "S", "H", "H", "H", "H", "H", "H"], "xyz": [[0.581, -0.089, 0.262], [-0.638, -0.675, 1.024], [0.216, -0.143, -2.124], [0.208, 0.534, -0.974], [1.114, -1.107, -2.279], [-1.531, -1.935, 0.112], [1.060, 0.657, 0.899], [1.282, -0.895, 0.045], [-0.243, -1.129, 1.933], [-1.330, 0.127, 1.294], [-0.297, 0.156, -3.018], [-0.512, 1.241, -0.896]], "lowdin_charge": [-0.26, -0.74, -0.07, 0.04, 0.10, 0.29, 0.12, 0.11, 0.05, 0.04, 0.14, 0.16], "total_energy_ev": -18248.552, "relative_energy_ev": 2.7807, "spin_multiplicity": 1, "charge": 0, "gap_ev": [6.01, 5.98], "max_force_ha_per_bohr": 0.054}

{"formula": "C14H27AuBiI2O4PS2", "method": "ωB97M-V/def2-TZVPD", "symbols": ["I", "I", "Au", "Bi", "S", "S", "C", "C", "C", "C", "C", "C", "C", "C", "C", "C", "C", "O", "O", "O", "H", "H", "H", "H", "H", "H", "H", "H", "H", "H", "H", "H", "H", "H", "H", "H", "H", "H", "C", "P", "C", "C", "O", "H", "H", "H", "H", "H", "H", "H", "H", "H"], "xyz": [[-1.238, 0.874, -3.018], [-2.819, -3.398, -2.074], [-0.751, -2.288, 1.055], [0.015, 0.370, -0.401], [-2.293, -1.044, -0.341], [0.040, -2.156, -1.294], [-0.480, 1.567, 2.091], [-3.858, -0.280, 0.436], [1.776, -2.700, -1.793], [-4.859, -1.414, 0.571], [-3.503, 0.336, 1.773], [-4.350, 0.760, -0.556], [1.564, -4.049, -2.462], [2.672, -2.818, -0.577], [2.276, -1.673, -2.797], [-1.338, -2.350, 2.907], [0.444, -3.355, 2.156], [-0.665, 1.969, 3.142], [-1.800, -2.402, 3.968], [1.131, -4.126, 2.691], [-4.521, -2.187, 1.269], [-5.048, -1.870, -0.407], [-5.807, -1.004, 0.948], [-3.044, -0.389, 2.459], [-4.424, 0.720, 2.248], [-2.825, 1.193, 1.663], [-3.621, 1.564, -0.719], [-5.272, 1.198, -0.145], [-4.584, 0.282, -1.514], [2.524, -4.418, -2.842], [0.872, -3.952, -3.304], [1.162, -4.788, -1.761], [3.679, -3.140, -0.891], [2.281, -3.576, 0.112], [2.770, -1.856, -0.054], [3.275, -1.994, -3.127], [2.364, -0.664, -2.372], [1.617, -1.642, -3.674], [3.686, 4.004, -0.538], [2.323, 3.127, 0.193], [2.709, 2.860, 1.929], [0.901, 4.209, 0.094], [2.090, 1.812, -0.542], [3.355, 4.986, -0.886], [4.038, 3.423, -1.388], [4.503, 4.125, 0.181], [3.122, 3.794, 2.318], [1.820, 2.583, 2.505], [3.467, 2.069, 2.010], [0.265, 3.922, -0.755], [0.323, 4.222, 1.026], [1.276, 5.223, -0.096]], "lowdin_charge": [0.39, 0.90, 0.83, 1.09, 0.18, 0.33, -0.09, -0.81, -0.84, -0.09, -0.08, -0.08, -0.08, -0.08, -0.07, -0.14, -0.13, 0.16, 0.32, 0.32, 0.09, 0.07, 0.13, 0.06, 0.14, 0.05, 0.08, 0.14, 0.10, 0.13, 0.09, 0.10, 0.13, 0.07, 0.09, 0.14, 0.08, 0.10, -0.13, 0.57, -0.15, -0.15, -0.57, 0.08, 0.07, 0.08, 0.09, 0.02, 0.08, 0.06, 0.06, 0.08], "total_energy_ev": -79792.221, "s_squared": 2.008, "relative_energy_ev": 1.1934, "spin_multiplicity": 3, "charge": 4, "gap_ev": [5.37, 4.92], "max_force_ha_per_bohr": 0.189}